# C5H9Br

A 2-piece molecular cluster, C5H9Br overall at a distorted geometry (the ωB97M-V functional and the def2-TZVPD basis, the Open Molecules 2025 dataset).

Cartesian coordinates (Å):
C  0.217  -1.893  0.338
C  -0.276  -0.958  -0.473
C  -1.617  -0.514  -0.843
C  0.581  1.727  0.928
C  1.253  1.090  -0.231
Br  2.930  0.004  -0.111
H  1.241  -2.206  0.484
H  -0.526  -2.619  0.620
H  -1.629  -0.187  -1.915
H  -2.073  0.296  -0.354
H  -2.179  -1.424  -0.855
H  -0.127  2.417  0.548
H  -0.103  0.894  1.332
H  1.157  2.059  1.791
H  1.152  1.313  -1.261

Forces on the atoms, in the same order (eV/Å):
C -1.1 0.3 -1.9
C 2.3 1.3 2.0
C 0.9 -0.7 -2.8
C -0.9 -2.9 0.6
C 1.0 -2.7 0.1
Br -1.2 1.2 0.3
H 0.2 0.6 0.1
H -0.3 -0.5 0.5
H 0.2 -0.3 0.6
H -0.4 0.8 1.3
H -1.2 -0.5 0.3
H -0.4 1.3 -0.2
H 0.9 1.1 -0.1
H 0.3 0.3 -0.4
H -0.2 0.7 -0.5

ΔE to the lowest compared entry with this formula, charge and spin in kcal per mole: 87.5
Spin multiplicity: 1
Gap between HOMO and LUMO (spin up / spin down) in Ha: 0.3080 / 0.3036
Energy in Eh: -2769.74134
LUMO (spin up / spin down) in eV: 0.34 / 0.39